{
  "formula": "C5H8N2",
  "method": "wB97M-V/def2-TZVPD",
  "elements": ["C", "C", "C", "C", "N", "N", "C", "H", "H", "H", "H", "H", "H", "H", "H"],
  "xyz": [[1.511, 0.484, -1.346], [0.292, 1.201, -0.802], [-1.014, 0.554, -0.520], [-1.133, -0.893, -0.470], [-1.228, -2.026, -0.217], [-0.162, 1.069, 0.549], [-0.545, -1.163, 2.281], [1.460, -0.596, -1.177], [1.607, 0.662, -2.423], [2.414, 0.869, -0.860], [0.177, 2.214, -1.209], [-1.954, 1.058, -0.753], [-0.561, -0.252, 1.677], [-0.883, -1.153, 3.317], [0.020, -2.028, 1.953]],
  "forces_ev_per_angstrom": [[0.16, -0.08, 0.22], [-0.07, 0.16, -0.83], [-0.30, -0.48, -0.42], [-0.29, -1.76, 0.42], [0.08, 1.75, -1.13], [0.32, 1.08, -0.43], [0.17, 0.03, 0.73], [-0.03, 0.17, 0.04], [-0.13, -0.03, 0.24], [-0.13, -0.07, -0.06], [0.04, -0.15, 0.29], [0.27, 0.05, 0.18], [-0.06, -0.94, 1.04], [0.06, 0.08, -0.30], [-0.11, 0.18, 0.01]],
  "orbital_gap_ev": [11.287, 6.605],
  "charge": 0,
  "de_lowest_kcal_mol": 135.89,
  "max_force_ev_per_a": 2.090
}

---

{
  "formula": "CH4N3P",
  "method": "wB97M-V/def2-TZVPD",
  "elements": ["C", "N", "N", "N", "P", "H", "H", "H", "H"],
  "xyz": [[-1.689, 0.575, -0.029], [-2.285, 1.415, 0.455], [1.648, 1.142, -0.761], [-0.303, -1.685, 0.510], [-0.637, -0.698, -0.832], [1.759, 1.200, 0.299], [0.981, 1.907, -0.926], [0.460, -1.281, 1.136], [0.065, -2.575, 0.148]],
  "forces_ev_per_angstrom": [[1.81, -2.00, -0.87], [-1.06, 1.37, 0.71], [-0.59, -0.33, 1.44], [1.88, 0.36, 0.54], [-0.14, 1.06, 0.15], [-0.19, -0.16, -1.41], [0.07, -0.03, -0.10], [-1.56, -0.72, -0.77], [-0.23, 0.44, 0.31]],
  "orbital_gap_ev": [9.299, 7.739],
  "charge": 0,
  "de_lowest_kcal_mol": 68.77,
  "max_force_ev_per_a": 2.832
}

---

{
  "formula": "C46H60N8O6",
  "method": "wB97M-V/def2-TZVPD",
  "elements": ["O", "C", "C", "O", "H", "H", "H", "H", "N", "C", "C", "C", "C", "C", "H", "H", "H", "H", "H", "N", "C", "C", "C", "C", "C", "H", "H", "H", "H", "H", "N", "C", "C", "C", "C", "C", "H", "H", "H", "H", "H", "N", "C", "C", "C", "C", "C", "H", "H", "H", "H", "H", "N", "C", "C", "C", "C", "C", "H", "H", "H", "H", "H", "N", "C", "C", "C", "C", "C", "H", "H", "H", "H", "H", "N", "C", "C", "C", "C", "C", "H", "H", "H", "H", "H", "N", "C", "C", "C", "C", "C", "H", "H", "H", "H", "H", "C", "O", "H", "H", "H", "H", "C", "O", "H", "H", "H", "H", "C", "O", "H", "H", "H", "H", "C", "O", "H", "H", "H", "H"],
  "xyz": [[-0.555, -0.535, -1.598], [-0.144, -0.623, -0.316], [-0.213, 0.627, 0.621], [-1.057, 1.579, 0.381], [0.911, -1.028, -0.268], [-0.774, -1.459, 0.140], [0.854, 1.022, 0.686], [-0.370, 0.199, 1.678], [1.163, 2.856, 3.980], [2.464, 3.095, 3.929], [3.457, 2.170, 4.132], [3.086, 0.875, 4.450], [1.728, 0.575, 4.458], [0.801, 1.587, 4.192], [2.735, 4.136, 3.742], [4.508, 2.399, 4.005], [3.802, 0.119, 4.749], [1.337, -0.429, 4.611], [-0.251, 1.346, 4.142], [4.314, 1.951, 0.084], [5.382, 1.787, -0.713], [5.646, 0.608, -1.403], [4.744, -0.443, -1.309], [3.646, -0.278, -0.476], [3.514, 0.904, 0.241], [6.044, 2.653, -0.773], [6.485, 0.540, -2.096], [4.944, -1.375, -1.822], [2.892, -1.051, -0.373], [2.737, 1.081, 0.982], [0.751, 1.656, -3.741], [1.019, 2.734, -4.426], [2.287, 3.093, -4.792], [3.303, 2.232, -4.503], [3.036, 1.052, -3.890], [1.731, 0.836, -3.489], [0.157, 3.350, -4.676], [2.493, 4.019, -5.319], [4.315, 2.551, -4.752], [3.879, 0.409, -3.709], [1.479, -0.105, -2.992], [-1.970, -0.570, -5.042], [-1.648, -1.826, -4.880], [-1.957, -2.851, -5.807], [-2.590, -2.525, -6.931], [-2.935, -1.214, -7.120], [-2.621, -0.286, -6.103], [-1.040, -2.036, -4.004], [-1.713, -3.860, -5.495], [-2.971, -3.277, -7.622], [-3.540, -0.916, -7.969], [-2.892, 0.762, -6.266], [-4.308, -0.354, -2.911], [-5.489, -0.270, -3.463], [-6.248, -1.385, -3.839], [-5.766, -2.648, -3.546], [-4.571, -2.721, -2.885], [-3.838, -1.557, -2.653], [-5.846, 0.739, -3.667], [-7.230, -1.221, -4.291], [-6.409, -3.509, -3.695], [-4.206, -3.679, -2.527], [-2.823, -1.599, -2.250], [-1.750, -0.434, 4.796], [-2.461, -0.572, 5.871], [-2.573, -1.753, 6.529], [-2.110, -2.879, 5.919], [-1.483, -2.756, 4.714], [-1.320, -1.503, 4.189], [-2.824, 0.376, 6.256], [-2.935, -1.783, 7.552], [-2.119, -3.838, 6.424], [-0.967, -3.596, 4.259], [-0.791, -1.309, 3.256], [3.852, -1.987, 3.051], [2.668, -2.082, 2.527], [1.773, -3.118, 2.832], [2.151, -3.981, 3.843], [3.424, -3.890, 4.360], [4.208, -2.847, 3.923], [2.354, -1.376, 1.764], [0.795, -3.170, 2.374], [1.403, -4.696, 4.198], [3.740, -4.523, 5.180], [5.181, -2.662, 4.368], [0.425, 5.364, 2.127], [0.508, 6.628, 1.903], [1.356, 7.197, 0.983], [2.126, 6.369, 0.201], [1.981, 5.010, 0.378], [1.093, 4.562, 1.361], [-0.098, 7.250, 2.554], [1.413, 8.283, 0.903], [2.841, 6.753, -0.522], [2.470, 4.275, -0.250], [1.003, 3.492, 1.514], [-4.300, -0.591, 0.853], [-3.448, 0.111, 0.015], [-5.256, -0.087, 1.024], [-4.404, -1.648, 0.537], [-3.814, -0.729, 1.846], [-2.618, 0.346, 0.511], [2.068, -2.388, -2.643], [1.192, -1.647, -3.485], [2.788, -2.901, -3.305], [2.665, -1.741, -1.991], [1.495, -3.170, -2.129], [0.505, -1.218, -2.858], [-2.963, 2.443, 3.143], [-1.609, 2.892, 3.080], [-3.022, 1.372, 2.906], [-3.321, 2.565, 4.176], [-3.615, 2.982, 2.445], [-1.425, 2.512, 2.161], [-2.185, -3.511, -0.860], [-1.669, -3.105, -2.065], [-2.822, -2.740, -0.400], [-2.790, -4.404, -1.057], [-1.395, -3.767, -0.136], [-1.062, -2.296, -1.904]],
  "forces_ev_per_angstrom": [[0.47, -0.65, -1.61], [-0.56, -1.57, 0.07], [1.83, -0.61, 0.97], [-2.13, 1.31, 0.21], [-0.05, 0.12, 0.49], [0.35, 0.40, 0.62], [-0.11, -0.15, -0.09], [0.38, -0.43, -0.09], [-0.10, -0.60, 0.14], [0.04, 1.14, -0.03], [0.63, -0.76, 0.05], [-0.62, -0.35, 0.39], [-0.22, 0.16, -0.16], [0.46, -0.14, 0.01], [-0.02, -0.13, -0.11], [-0.08, 0.29, 0.14], [0.11, 0.05, -0.37], [0.27, 0.09, 0.14], [-0.08, 0.25, 0.02], [1.12, -0.08, -0.12], [-0.35, 0.04, 0.05], [0.13, 0.35, -0.37], [-0.03, 0.30, 0.65], [0.21, -0.34, 0.14], [-0.23, 0.44, 0.14], [-0.08, -0.21, -0.18], [0.00, 0.06, 0.34], [-0.23, 0.02, -0.14], [0.20, 0.21, 0.22], [-0.15, -0.41, -0.32], [-1.21, -0.12, 0.05], [-0.76, 1.03, -0.36], [-0.13, 1.11, -0.74], [1.42, 0.84, -0.50], [0.52, 0.03, 0.11], [0.68, -1.43, 1.16], [0.10, 0.13, 0.01], [-0.14, 0.02, 0.07], [0.01, -0.31, -0.03], [-0.23, -0.54, 0.28], [0.53, 1.96, 0.01], [0.93, 0.16, 1.69], [1.03, -1.56, 0.11], [1.52, -0.13, 3.24], [-1.66, -0.36, -1.94], [-0.44, 1.37, 0.47], [-1.50, 0.77, -3.53], [-0.38, -0.21, -0.24], [0.05, -0.02, -0.28], [0.36, 0.04, -0.03], [0.15, 0.13, -0.03], [-0.08, -0.14, 0.15], [0.38, 0.55, 0.00], [-1.00, -0.24, -0.81], [-0.44, 0.83, -0.14], [-1.00, 0.36, 0.32], [0.72, -0.53, 0.25], [0.59, -0.19, 0.53], [-0.14, -0.10, 0.04], [0.26, -0.16, 0.01], [0.23, -0.11, -0.17], [0.17, 0.17, -0.25], [-0.78, 0.34, -0.11], [-0.39, 1.29, -1.51], [0.06, 1.67, 1.09], [-0.96, -0.40, 1.57], [0.50, -1.14, 0.56], [0.79, -0.98, -0.65], [0.95, -0.07, -1.20], [-0.19, -0.15, 0.40], [-0.36, -0.03, -0.21], [-0.16, 0.00, 0.02], [-0.39, -0.03, -0.15], [0.07, -0.22, 0.04], [0.47, 2.35, -1.48], [-2.17, -0.77, -1.57], [0.38, 0.71, 0.40], [-0.94, -0.59, -0.35], [-0.29, -0.21, 0.86], [1.52, -1.46, 2.04], [0.15, 0.23, 0.16], [0.02, 0.12, -0.10], [0.49, -0.05, -0.01], [0.10, -0.04, -0.12], [0.20, -0.30, 0.09], [-1.35, -1.22, 1.18], [0.00, 2.05, 0.44], [0.07, 1.19, -0.14], [0.51, -0.33, -0.36], [-0.42, -0.40, -0.13], [1.44, -1.36, -1.25], [-0.06, 0.26, -0.04], [-0.01, -0.23, -0.06], [-0.15, 0.06, 0.01], [0.19, 0.08, 0.10], [-0.30, 0.02, 0.05], [1.15, -0.84, 1.23], [0.30, 0.08, 0.35], [-0.17, -0.15, -0.23], [-0.60, 0.37, -0.31], [-0.43, 0.25, -0.09], [-0.31, 0.62, -1.11], [-0.18, -0.30, -1.22], [-0.53, -1.60, 0.67], [-0.17, 0.07, 0.12], [-0.52, -0.34, -0.05], [0.29, 0.22, 0.45], [-0.18, -0.41, 0.07], [0.25, -0.07, 0.62], [-1.18, -1.07, -1.63], [-0.10, 0.09, -0.01], [-0.07, 0.11, -0.18], [0.00, 0.03, 0.11], [0.92, 0.62, 0.44], [-0.19, -0.36, 0.92], [2.00, 0.43, -0.57], [0.05, -0.12, 0.01], [-0.04, -0.06, 0.25], [-0.18, -0.05, 0.01], [-0.78, -0.08, -0.06]],
  "orbital_gap_ev": 4.442,
  "charge": -2,
  "max_force_ev_per_a": 3.910
}

---

{
  "formula": "C2BrF3N2",
  "method": "wB97M-V/def2-TZVPD",
  "elements": ["N", "C", "C", "F", "N", "F", "F", "Br"],
  "xyz": [[0.884, -0.175, -1.999], [0.758, 0.104, -0.891], [0.634, 0.363, 0.494], [-0.033, 1.530, 0.629], [1.061, -0.317, 1.450], [1.791, -1.420, 1.041], [-2.264, -0.392, 0.417], [-2.832, 0.307, -1.141]],
  "forces_ev_per_angstrom": [[-0.10, 0.21, 0.31], [0.58, -1.02, -1.34], [-0.66, 1.27, -1.17], [0.55, -1.11, 1.13], [0.20, 0.07, 1.41], [-0.56, 0.58, -0.31], [-0.26, 0.38, -0.86], [0.25, -0.38, 0.83]],
  "orbital_gap_ev": 9.741,
  "charge": 0,
  "de_lowest_kcal_mol": 95.66,
  "max_force_ev_per_a": 1.848
}

---

{
  "formula": "C2F3NO4S",
  "method": "wB97M-V/def2-TZVPD",
  "elements": ["C", "C", "N", "O", "O", "O", "O", "F", "F", "F", "S"],
  "xyz": [[-0.652, 0.590, -0.187], [-1.913, -0.235, -0.099], [0.766, -0.907, -0.216], [2.966, -1.140, 0.493], [-0.522, 1.754, -0.069], [2.622, 0.509, -1.203], [1.973, 0.939, 1.171], [-3.163, 0.508, 0.469], [-1.745, -1.226, 0.776], [-2.475, -0.727, -1.216], [2.142, -0.067, 0.082]],
  "forces_ev_per_angstrom": [[3.90, -3.61, -0.48], [-3.25, 0.08, 1.70], [-3.51, 3.02, 0.24], [2.63, -3.04, 1.22], [-0.77, 0.85, -0.07], [-0.07, 0.53, 0.64], [0.12, -0.36, -0.96], [2.15, -0.80, -0.67], [-0.44, 0.46, -0.60], [1.03, 0.15, 0.10], [-1.79, 2.73, -1.13]],
  "orbital_gap_ev": [5.792, 5.793],
  "charge": -2,
  "de_lowest_kcal_mol": 16.05,
  "max_force_ev_per_a": 5.339
}

---

{
  "formula": "C41H33AsBCsF4I2N4O3",
  "method": "wB97M-V/def2-TZVPD",
  "elements": ["Cs", "I", "C", "C", "C", "I", "C", "C", "C", "C", "N", "C", "C", "O", "H", "H", "H", "H", "N", "C", "N", "O", "H", "H", "H", "H", "N", "C", "C", "C", "C", "C", "C", "C", "C", "C", "C", "C", "C", "C", "H", "H", "H", "H", "H", "H", "H", "H", "H", "H", "F", "B", "F", "F", "F", "O", "As", "C", "C", "C", "C", "C", "C", "C", "C", "C", "C", "C", "C", "C", "C", "C", "C", "C", "C", "H", "H", "H", "H", "H", "H", "H", "H", "H", "H", "H", "H", "H", "H", "H"],
  "xyz": [[-0.307, 0.771, -0.574], [1.126, -7.214, 1.170], [-0.566, -6.188, 0.513], [-1.559, -6.885, -0.171], [-2.748, -6.180, -0.414], [-4.135, -7.389, -1.426], [-2.982, -4.835, -0.167], [-4.192, -4.114, -0.413], [-4.191, -2.782, -0.312], [-2.985, -2.143, -0.017], [-1.887, -2.731, 0.370], [-1.824, -4.086, 0.261], [-0.511, -4.713, 0.622], [0.502, -4.035, 0.907], [-1.471, -7.940, -0.385], [-5.099, -4.688, -0.642], [-5.036, -2.087, -0.452], [-2.855, -1.124, -0.153], [0.238, -1.287, 2.187], [-0.724, -0.412, 2.514], [-1.973, -1.000, 2.748], [-0.521, 0.801, 2.471], [0.093, -2.246, 1.922], [1.056, -0.953, 1.747], [-2.060, -1.997, 2.832], [-2.403, -0.592, 3.559], [-3.284, 1.043, -0.858], [-4.350, 1.504, -0.466], [-5.280, 0.752, 0.429], [-4.862, 0.134, 1.589], [-5.767, -0.584, 2.353], [-7.127, -0.688, 1.996], [-7.594, -0.053, 0.871], [-6.662, 0.700, 0.123], [-4.899, 2.852, -0.928], [-5.832, 3.528, -0.212], [-6.493, 4.620, -0.787], [-6.034, 5.125, -2.028], [-4.894, 4.552, -2.645], [-4.350, 3.395, -2.077], [-3.804, 0.110, 1.838], [-5.278, -1.125, 3.212], [-7.737, -1.279, 2.628], [-8.604, -0.030, 0.484], [-6.991, 1.168, -0.774], [-6.154, 3.104, 0.738], [-7.298, 5.090, -0.190], [-6.497, 5.964, -2.516], [-4.502, 5.034, -3.518], [-3.543, 2.932, -2.626], [1.019, 5.013, -2.219], [1.564, 4.216, -1.184], [1.147, 4.615, 0.127], [2.954, 4.355, -1.289], [1.231, 2.889, -1.341], [2.180, 0.075, -0.050], [3.838, 0.213, -0.204], [4.342, 0.500, -2.043], [5.552, 0.010, -2.566], [6.227, 0.751, -3.560], [5.634, 1.918, -4.049], [4.516, 2.450, -3.441], [3.785, 1.709, -2.547], [4.503, 1.731, 0.871], [5.832, 1.965, 1.098], [6.216, 3.158, 1.716], [5.312, 4.135, 2.062], [3.936, 3.829, 1.975], [3.552, 2.609, 1.409], [4.666, -1.522, 0.391], [3.979, -2.729, 0.640], [4.734, -3.957, 0.812], [6.059, -3.919, 1.005], [6.756, -2.679, 0.837], [6.073, -1.551, 0.381], [5.948, -0.886, -2.165], [7.153, 0.368, -3.985], [6.090, 2.416, -4.827], [4.082, 3.401, -3.737], [2.840, 2.136, -2.198], [6.580, 1.305, 0.777], [7.297, 3.329, 1.878], [5.639, 5.149, 2.452], [3.152, 4.466, 2.347], [2.494, 2.454, 1.280], [2.914, -2.792, 0.686], [4.085, -4.870, 0.901], [6.535, -4.773, 1.388], [7.820, -2.656, 0.910], [6.611, -0.628, 0.127]],
  "forces_ev_per_angstrom": [[-1.31, -0.06, -0.12], [0.24, -0.06, -0.03], [0.65, 1.58, -0.26], [-0.92, 1.82, 1.09], [0.40, -2.36, -0.63], [-0.57, -0.01, -0.16], [1.32, 0.93, 0.00], [-0.30, -1.84, 0.20], [-0.51, 1.72, -0.22], [0.75, -0.73, 0.40], [0.52, -1.17, -0.70], [-0.25, -0.16, 0.66], [-0.85, -1.15, -0.72], [-0.44, -0.40, 0.38], [0.01, 0.06, -0.01], [0.37, 0.24, -0.01], [0.21, -0.82, -0.12], [-0.59, 2.20, 0.11], [0.35, -0.76, 0.30], [0.26, -0.43, -1.02], [-0.07, 0.85, 1.07], [-0.66, -0.26, 0.76], [-0.63, -0.55, -0.08], [0.86, 0.95, -0.39], [0.58, -0.33, -0.39], [-0.35, 0.52, 0.01], [1.73, -0.80, -0.46], [-0.76, 0.67, 0.03], [-1.85, 0.60, 0.05], [0.12, -0.55, 0.03], [0.59, -0.52, 0.48], [1.22, -0.14, 0.73], [1.31, 1.29, -1.10], [0.49, -1.24, 0.69], [1.66, -1.10, -0.30], [-1.66, 0.84, 0.00], [0.46, 0.59, -0.07], [0.49, -0.67, 0.70], [-1.29, -0.26, 1.68], [-0.44, 1.28, -1.41], [-0.21, 0.21, -0.09], [-1.19, 0.44, -0.69], [-0.80, -0.50, 0.43], [-0.23, -0.41, 0.43], [-0.27, 0.44, -0.54], [-0.05, 0.31, -0.15], [0.40, -0.10, -0.71], [-0.29, 0.31, 0.08], [0.26, -0.08, -0.44], [0.15, -0.46, 0.45], [-0.31, -0.31, 0.52], [0.16, 1.81, 0.45], [0.11, -0.01, -0.80], [0.58, -0.10, 0.16], [-0.29, -0.79, -0.43], [1.84, 0.00, 0.24], [-1.70, -1.74, 0.88], [0.59, 1.23, -0.06], [-0.43, 1.65, -0.27], [-1.11, -0.74, -0.04], [0.34, -1.16, 1.91], [-1.09, -0.01, -1.03], [0.33, -0.60, 0.95], [-1.05, -0.49, -0.05], [-0.18, 1.32, 0.45], [1.46, -0.01, -0.22], [-1.06, 1.08, 0.87], [0.94, -0.86, -0.18], [0.08, 0.65, -0.45], [0.03, -0.21, -0.53], [1.78, -0.15, -0.51], [-4.09, 1.03, 0.18], [1.45, 2.17, 0.06], [-1.08, -0.67, -0.88], [0.17, -0.14, 0.89], [0.55, -0.69, 0.29], [-0.20, 0.07, 0.00], [1.05, 1.21, -1.52], [0.24, -0.05, -0.14], [0.49, -0.41, 0.26], [0.90, -0.81, -0.38], [-0.70, -0.04, -0.17], [-0.35, -1.50, -0.46], [0.03, 0.35, -0.13], [-0.20, -0.35, -0.06], [-0.66, 0.08, -0.19], [1.00, 0.83, 0.03], [0.92, -1.02, 0.07], [0.58, 0.02, 0.18], [-0.01, -0.58, 0.17]],
  "orbital_gap_ev": 4.819,
  "charge": -2,
  "de_lowest_kcal_mol": 0.00,
  "max_force_ev_per_a": 4.221
}